C2H4BrClO2 | wB97M-V/def2-TZVPD

* net charge: 0
* multiplicity: 3
* relative energy (zero: lowest compared OMol25 entry of this formula, charge and spin): 79.0 kJ/mol
* highest occupied orbital energy (spin up / spin down): -7.0258 / -11.1154 eV

CARTESIAN COORDINATES (ANGSTROEM)
O 1.99 -0.70 0.60
C -0.41 2.04 -0.47
H 1.79 -1.63 -1.17
C 1.34 -1.28 -0.24
O -0.69 2.15 -1.64
Br -1.43 -2.10 1.50
H -2.68 -1.72 1.11
H -0.47 1.18 0.20
Cl 0.25 3.52 0.32
H 0.31 -1.47 -0.21

natural (NBO) population analysis, charges in e, atoms 1 to 2:
1 O -0.196
2 C 0.396

---

C2H4BrFO | wB97M-V/def2-TZVPD

* net charge: 0
* relative energy (zero: lowest compared OMol25 entry of this formula, charge and spin): 132.0 kJ/mol
* highest occupied orbital energy (spin up / spin down): -9.1009 / -9.1007 eV

CARTESIAN COORDINATES (ANGSTROEM)
C 0.12 -0.34 -0.13
H -0.14 1.40 1.15
H -1.05 1.29 -0.57
H 0.37 -1.91 -1.16
Br 2.53 0.50 -0.03
C -0.69 0.78 0.35
O 0.01 -0.92 -1.31
H -1.51 0.42 0.86
F 0.36 -1.22 0.83

natural (NBO) population analysis, charges in e, atoms 1 to 2:
1 C 0.885
2 H 0.291

---

C2H4BrFO | wB97M-V/def2-TZVPD

* net charge: 0
* relative energy (zero: lowest compared OMol25 entry of this formula, charge and spin): 439.2 kJ/mol
* highest occupied orbital energy (spin up / spin down): -8.7402 / -7.9669 eV

CARTESIAN COORDINATES (ANGSTROEM)
Br -2.83 0.40 -0.04
F -1.46 -2.06 -0.13
H -1.06 -0.91 1.53
H 0.28 1.07 -1.66
H 1.37 -0.26 -1.09
O 1.30 1.32 0.25
C -1.30 -0.82 0.40
H 0.80 2.08 0.30
C 0.77 0.63 -0.81

natural (NBO) population analysis, charges in e, atoms 1 to 2:
1 Br -0.055
2 F -0.354

---

C2H4BrFO | wB97M-V/def2-TZVPD

* net charge: 0
* relative energy (zero: lowest compared OMol25 entry of this formula, charge and spin): 524.2 kJ/mol
* highest occupied orbital energy: -10.6123 eV

CARTESIAN COORDINATES (ANGSTROEM)
O 1.30 2.01 0.34
H 0.81 0.45 -1.40
C -0.10 -0.20 0.38
H -0.42 -1.07 -0.02
Br 2.77 -0.36 0.12
C 1.08 0.32 -0.34
H -0.76 0.65 0.45
F 0.44 2.87 -0.38
H 0.27 -0.61 1.43

natural (NBO) population analysis, charges in e, atoms 1 to 2:
1 O -0.209
2 H 0.221

---

C2H4BrFO | wB97M-V/def2-TZVPD

* net charge: 0
* multiplicity: 3
* relative energy (zero: lowest compared OMol25 entry of this formula, charge and spin): 160.2 kJ/mol
* highest occupied orbital energy (spin up / spin down): -5.7670 / -10.7887 eV

CARTESIAN COORDINATES (ANGSTROEM)
F 1.23 -1.95 -0.03
H 0.63 0.72 1.39
H 1.06 -0.57 -1.37
H -0.84 -0.40 1.13
C 1.34 -0.74 -0.34
H -0.17 1.81 -0.50
C -0.22 0.48 0.79
Br 2.90 0.17 0.24
O -0.80 1.42 0.07

natural (NBO) population analysis, charges in e, atoms 1 to 2:
1 F -0.306
2 H 0.140

---

C2H4BrFO2S | wB97M-V/def2-TZVPD

* net charge: 0
* multiplicity: 3
* highest occupied orbital energy (spin up / spin down): -6.5058 / -9.1969 eV

CARTESIAN COORDINATES (ANGSTROEM)
H 1.64 1.82 3.70
C 1.90 1.34 2.78
O 1.67 1.72 1.65
H 1.98 -1.53 -1.19
H 0.77 -0.46 -2.10
S -0.09 -1.86 0.12
H 2.27 0.28 2.95
C 1.14 -0.88 -1.20
F 1.42 0.15 -0.38
O -0.81 -1.07 1.10
Br -1.50 -2.68 -1.07

natural (NBO) population analysis, charges in e, atoms 1 to 2:
1 H 0.226
2 C -0.266

---

C2H4BrI | wB97M-V/def2-TZVPD

* net charge: 0
* relative energy (zero: lowest compared OMol25 entry of this formula, charge and spin): 84.5 kJ/mol
* highest occupied orbital energy: -9.5855 eV

CARTESIAN COORDINATES (ANGSTROEM)
C 0.56 0.18 0.41
H -0.93 -1.39 -0.09
Br 1.05 2.08 -0.07
I 2.30 -1.07 -0.01
H -1.63 0.39 0.17
C -0.78 -0.24 -0.36
H 0.31 0.24 1.47
H -0.89 -0.21 -1.52

natural (NBO) population analysis, charges in e, atoms 1 to 2:
1 C -0.376
2 H 0.227

---

C2H4BrN | wB97M-V/def2-TZVPD

* SMILES: C=NCBr
* net charge: 0
* relative energy (zero: lowest compared OMol25 entry of this formula, charge and spin): 152.0 kJ/mol
* highest occupied orbital energy: -9.4801 eV

CARTESIAN COORDINATES (ANGSTROEM)
C 0.68 1.07 0.05
C -0.15 -1.11 0.06
Br -2.27 0.06 -0.11
H 1.48 1.67 0.00
H -0.23 -1.47 1.08
H -0.27 1.51 -0.22
N 0.78 -0.18 0.08
H -0.02 -1.54 -0.94

natural (NBO) population analysis, charges in e, atoms 1 to 2:
1 C -0.003
2 C -0.052

---

C2H4BrNO2 | wB97M-V/def2-TZVPD

* SMILES: C=C[N+](=O)[O-].Br
* net charge: 0
* relative energy (zero: lowest compared OMol25 entry of this formula, charge and spin): 403.5 kJ/mol
* highest occupied orbital energy: -10.8066 eV

CARTESIAN COORDINATES (ANGSTROEM)
O -0.60 1.95 -1.03
C -0.65 0.40 0.58
N -0.28 1.67 0.04
C -1.16 -0.53 -0.27
H -1.35 -1.49 0.11
Br 2.57 -1.49 -0.01
H -0.37 0.47 1.65
H 2.58 -2.95 -0.39
O 0.41 2.43 0.75
H -1.15 -0.45 -1.42

natural (NBO) population analysis, charges in e, atoms 1 to 2:
1 O -0.344
2 C -0.136

---

C2H4BrNS | wB97M-V/def2-TZVPD

* net charge: 0
* relative energy (zero: lowest compared OMol25 entry of this formula, charge and spin): 328.4 kJ/mol
* highest occupied orbital energy (spin up / spin down): -7.6682 / -8.9800 eV

CARTESIAN COORDINATES (ANGSTROEM)
H 0.00 -1.39 -0.15
S 2.14 0.10 -0.69
Br 0.16 2.91 1.61
H -0.86 -0.38 -1.34
N -0.34 0.48 0.36
H -1.68 -1.12 0.14
H 1.93 -1.23 -0.82
C -0.58 1.37 1.18
C -0.77 -0.73 -0.29

natural (NBO) population analysis, charges in e, atoms 1 to 2:
1 H 0.222
2 S -0.350

---

C2H4BrO2S | wB97M-V/def2-TZVPD

* net charge: -1
* relative energy (zero: lowest compared OMol25 entry of this formula, charge and spin): 58.3 kJ/mol
* highest occupied orbital energy: -3.7648 eV

CARTESIAN COORDINATES (ANGSTROEM)
H 1.47 -0.13 -0.64
H 2.04 0.89 0.73
Br 0.19 -1.54 1.77
O -2.69 -0.45 -0.60
H -0.66 0.81 1.34
C 1.17 0.66 0.09
O -0.91 -0.91 -2.15
C -0.17 0.18 0.63
S -1.43 -1.16 -0.75
H 0.99 1.64 -0.41

natural (NBO) population analysis, charges in e, atoms 1 to 2:
1 H 0.222
2 H 0.188

---

C2H4CdNO5S2 | wB97M-V/def2-TZVPD

* net charge: +1
* highest occupied orbital energy: -13.8606 eV

CARTESIAN COORDINATES (ANGSTROEM)
O -1.15 0.69 1.33
Cd -2.60 -2.10 0.90
O 1.60 -2.84 1.23
C -0.27 0.88 -1.17
S 1.30 -1.50 0.86
H 1.58 2.13 -0.89
H 1.33 -0.75 1.98
S -0.98 -0.09 0.14
O -0.02 2.96 -0.01
H -1.07 1.21 -1.83
N -0.29 -1.49 0.39
O -2.32 -0.57 -0.37
O 2.04 -0.83 -0.17
C 0.51 2.09 -0.64
H 0.37 0.22 -1.75

natural (NBO) population analysis, charges in e, atoms 1 to 2:
1 O -0.888
2 Cd 1.713

---

C2H4Cl2FN | wB97M-V/def2-TZVPD

* net charge: 0
* relative energy (zero: lowest compared OMol25 entry of this formula, charge and spin): 311.7 kJ/mol
* highest occupied orbital energy: -8.8791 eV

CARTESIAN COORDINATES (ANGSTROEM)
N -1.25 0.12 0.60
H -0.56 0.63 -1.44
Cl 1.07 -0.33 1.74
H -0.19 -1.18 -1.16
H -2.41 0.11 0.45
C 0.94 0.09 -0.11
Cl 2.33 -0.41 -1.06
H -0.62 -0.29 1.71
F 1.14 1.41 -0.14
C -0.45 -0.15 -0.58

natural (NBO) population analysis, charges in e, atoms 1 to 2:
1 N -0.946
2 H 0.234

---

C2H4Cl2N2 | wB97M-V/def2-TZVPD

* net charge: 0
* relative energy (zero: lowest compared OMol25 entry of this formula, charge and spin): 370.7 kJ/mol
* highest occupied orbital energy: -8.9497 eV

CARTESIAN COORDINATES (ANGSTROEM)
Cl 1.41 -0.04 1.76
H 2.20 0.20 -1.26
N 1.37 0.67 -1.28
H 1.20 0.80 -2.25
Cl -1.03 -0.31 -1.73
C 0.32 -0.35 0.55
H -1.94 -0.28 1.51
H -1.30 -1.37 2.27
N -1.60 -1.18 1.34
C 0.37 0.01 -0.69

natural (NBO) population analysis, charges in e, atoms 1 to 2:
1 Cl 0.077
2 H 0.380

---

C2H4Cl2N2O | wB97M-V/def2-TZVPD

* SMILES: NN(Cl)C(=O)CCl
* net charge: 0
* relative energy (zero: lowest compared OMol25 entry of this formula, charge and spin): 199.4 kJ/mol
* highest occupied orbital energy: -9.8866 eV

CARTESIAN COORDINATES (ANGSTROEM)
C 0.70 0.28 -0.01
N -1.54 1.00 0.10
H -1.25 1.54 -0.74
N -0.64 -0.07 0.02
Cl 3.43 -0.46 0.04
O 0.93 1.46 -0.09
H -1.54 1.54 0.96
C 1.69 -0.84 -0.06
Cl -1.22 -1.66 -0.02
H 1.48 -1.52 -0.86
H 1.45 -1.26 0.84

natural (NBO) population analysis, charges in e, atoms 1 to 2:
1 C 0.626
2 N -0.633

---

C2H4Cl2S2Si | wB97M-V/def2-TZVPD

* SMILES: S=CCS[SiH](Cl)Cl
* net charge: 0
* relative energy (zero: lowest compared OMol25 entry of this formula, charge and spin): 122.5 kJ/mol
* highest occupied orbital energy: -8.9555 eV

CARTESIAN COORDINATES (ANGSTROEM)
C 0.32 -1.44 -1.00
Cl -0.35 0.92 2.63
H 0.04 3.10 0.89
H -1.76 -1.07 -1.13
S -0.88 1.01 -0.77
S 0.95 -2.77 -0.37
H -0.88 -0.91 0.75
Si 0.37 1.72 0.87
C -0.87 -0.77 -0.42
H 0.73 -1.12 -2.03
Cl 2.33 1.35 0.58

natural (NBO) population analysis, charges in e, atoms 1 to 2:
1 C -0.312
2 Cl -0.357

---

C2H4Cl3 | wB97M-V/def2-TZVPD

* net charge: -1
* relative energy (zero: lowest compared OMol25 entry of this formula, charge and spin): 12.3 kJ/mol
* highest occupied orbital energy: -3.9526 eV

CARTESIAN COORDINATES (ANGSTROEM)
Cl -0.15 1.19 0.27
C 2.37 1.84 3.33
Cl 3.15 4.15 2.15
H 2.21 0.75 3.24
H 3.07 2.03 4.16
H 2.24 2.22 1.18
H 1.41 2.32 3.57
Cl 4.46 1.60 1.62
C 2.93 2.39 2.04

natural (NBO) population analysis, charges in e, atoms 1 to 2:
1 Cl -0.985
2 C -0.636

---

C2H4Cl3OPS | wB97M-V/def2-TZVPD

* net charge: 0
* relative energy (zero: lowest compared OMol25 entry of this formula, charge and spin): 97.1 kJ/mol
* highest occupied orbital energy (spin up / spin down): -8.8113 / -7.8261 eV

CARTESIAN COORDINATES (ANGSTROEM)
H 3.39 -1.27 -1.09
C -1.45 -0.17 -0.02
Cl -1.48 -0.11 -1.85
H -0.22 1.06 1.35
Cl -3.32 -0.09 0.41
S 2.25 0.51 0.64
C -0.75 1.04 0.43
O -0.89 2.15 -0.15
Cl -0.84 -1.71 0.63
H 2.55 -2.23 0.87
P 2.21 -1.29 -0.31
H -1.45 2.11 -0.93

natural (NBO) population analysis, charges in e, atoms 1 to 2:
1 H -0.002
2 C -0.119

---

C2H4Cl4 | wB97M-V/def2-TZVPD

* SMILES: ClCCl.ClCCl
* net charge: 0
* relative energy (zero: lowest compared OMol25 entry of this formula, charge and spin): 35.3 kJ/mol
* highest occupied orbital energy: -10.6265 eV

CARTESIAN COORDINATES (ANGSTROEM)
Cl 3.54 1.59 -0.67
C 2.33 0.39 -0.20
H 2.77 -0.64 -0.33
C -2.45 -0.43 0.18
Cl -1.19 -0.12 1.39
H -2.17 0.24 -0.64
Cl 0.85 0.63 -1.02
H -3.34 -0.01 0.65
Cl -2.62 -2.12 -0.25
H 2.26 0.47 0.90

natural (NBO) population analysis, charges in e, atoms 1 to 2:
1 Cl -0.027
2 C -0.441

---

C2H4ClFOS | wB97M-V/def2-TZVPD

* net charge: 0
* relative energy (zero: lowest compared OMol25 entry of this formula, charge and spin): 166.4 kJ/mol
* highest occupied orbital energy: -7.9456 eV

CARTESIAN COORDINATES (ANGSTROEM)
H -3.05 -1.17 1.57
F 2.14 1.69 -1.54
C -1.72 -0.66 0.32
O -2.16 -0.78 1.57
S -0.27 -0.06 -0.06
Cl 1.54 -0.78 -1.11
H 2.87 0.75 0.08
C 1.95 0.83 -0.50
H 1.12 1.18 0.11
H -2.42 -1.00 -0.44

natural (NBO) population analysis, charges in e, atoms 1 to 2:
1 H 0.480
2 F -0.335